1.
# C5H11NO

An isolated molecule of C5H11NO (ωB97M-V/def2-TZVPD, the OMol25 dataset).

Values from the calculation:
Strongest force on any atom in eV/A: 0.49
Calculated total energy in Ha: -326.99243
Energy above the lowest of the compared OMol25 structures with the same formula, charge and spin in kcal/mol: 87.2

Last column: Mulliken charge in e.
Element x y z (Å)
C (2.16, 0.02, 0.41)  -1.031
C (0.93, -0.15, 1.30)  -0.556
N (-0.39, 0.02, 0.65)  0.210
C (-1.33, 0.83, 1.16)  -0.740
C (-0.76, -0.80, -0.35)  -0.388
C (-1.46, -0.30, -1.58)  -0.494
O (-0.53, 0.11, -2.58)  -0.513
H (3.04, -0.32, 0.96)  0.365
H (2.32, 1.06, 0.11)  0.290
H (2.08, -0.59, -0.50)  0.314
H (0.92, -1.16, 1.72)  0.301
H (0.96, 0.55, 2.14)  0.338
H (-2.34, 0.48, 1.15)  0.363
H (-1.09, 1.85, 1.47)  0.255
H (-0.28, -1.77, -0.39)  0.360
H (-2.04, -1.10, -2.04)  0.308
H (-2.16, 0.52, -1.36)  0.308
H (-0.03, 0.85, -2.20)  0.309


2.
# C4H7FO

An isolated molecule of C4H7FO in a non-equilibrium geometry (ωB97M-V/def2-TZVPD, the OMol25 dataset).

Values from the calculation:
Structure (SMILES): CC(=O)[C@@H](C)F
Strongest force on any atom in eV/A: 3.39
Calculated total energy in Ha: -331.69676
Energy above the lowest of the compared OMol25 structures with the same formula, charge and spin in kcal/mol: 7.9

Last column: Mulliken charge in e.
Element x y z (Å)
C (1.57, 0.92, 0.44)  -1.024
C (0.73, -0.20, -0.09)  0.469
O (1.21, -1.32, -0.39)  -0.562
C (-0.74, -0.03, -0.40)  0.592
C (-1.43, -0.84, 0.58)  -1.338
F (-1.14, 1.30, -0.28)  -0.336
H (1.11, 1.90, 0.58)  0.298
H (2.35, 1.04, -0.34)  0.296
H (2.06, 0.50, 1.25)  0.342
H (-0.96, -0.26, -1.46)  0.212
H (-0.99, -1.84, 0.54)  0.369
H (-2.48, -1.04, 0.31)  0.329
H (-1.31, -0.56, 1.61)  0.354


3.
# C25H54NO12S5

A 7-piece molecular cluster, C25H54NO12S5 overall in a non-equilibrium geometry (ωB97M-V/def2-TZVPD, the OMol25 dataset).

Values from the calculation:
Net charge: -1
Strongest force on any atom in eV/A: 3.59
Calculated total energy in Ha: -3933.40750

Last column: Mulliken charge in e.
Element x y z (Å)
C (1.33, 0.56, -0.53)  -0.727
O (0.64, -0.55, -0.18)  -0.899
H (2.11, 0.97, 0.14)  0.228
H (2.02, 0.43, -1.37)  0.196
H (0.65, 1.41, -0.89)  -0.080
C (-1.76, -1.23, 2.69)  -0.923
C (-2.33, -0.64, 1.40)  1.347
C (-3.81, -0.50, 1.44)  -1.516
O (-4.33, 0.47, 2.41)  -0.195
C (-5.74, 0.48, 2.45)  -0.905
N (-1.52, 0.48, 1.03)  1.153
H (-0.91, -1.83, 2.38)  -0.019
H (-2.49, -1.93, 3.10)  0.463
H (-1.56, -0.44, 3.41)  0.230
H (-2.31, -1.47, 0.69)  -1.164
H (-4.31, -1.45, 1.69)  0.508
H (-4.11, -0.14, 0.44)  0.474
H (-6.11, -0.54, 2.48)  0.329
H (-6.20, 1.03, 1.64)  0.342
H (-6.17, 0.98, 3.31)  0.278
H (-2.03, 1.10, 0.43)  0.364
H (-0.76, 0.14, 0.43)  -0.423
C (3.41, -1.58, -3.26)  -0.675
C (3.61, -1.85, -1.74)  -0.548
C (2.86, -3.17, -1.42)  0.639
S (2.44, -3.96, -2.99)  0.948
O (1.13, -3.47, -3.29)  -0.499
O (2.60, -5.37, -3.08)  -0.752
C (3.58, -2.92, -3.96)  -0.789
H (4.06, -0.85, -3.73)  0.518
H (2.41, -1.22, -3.28)  0.259
H (3.34, -1.04, -1.12)  0.275
H (4.70, -2.08, -1.56)  0.304
H (1.83, -3.04, -1.09)  -1.007
H (3.36, -3.91, -0.84)  0.555
H (3.37, -2.92, -5.03)  0.418
H (4.63, -3.21, -3.85)  0.355
C (1.59, 5.72, -1.64)  -0.734
C (2.73, 4.73, -1.67)  -0.254
C (3.37, 4.80, -3.09)  -0.786
S (1.91, 4.99, -4.17)  1.136
O (1.61, 3.72, -4.78)  -0.641
O (1.97, 6.25, -4.89)  -0.667
C (0.65, 5.34, -2.82)  -0.785
H (2.11, 6.67, -2.02)  0.330
H (1.10, 5.90, -0.73)  0.410
H (2.30, 3.67, -1.60)  0.026
H (3.55, 4.99, -1.01)  0.390
H (3.82, 3.81, -3.30)  0.401
H (4.09, 5.66, -3.26)  0.364
H (0.18, 4.36, -2.64)  0.264
H (0.08, 6.12, -3.27)  0.536
C (2.15, -2.11, 2.08)  0.213
C (1.82, -3.48, 2.77)  -1.044
C (1.24, -3.25, 4.15)  -0.794
S (1.94, -1.56, 4.55)  1.142
O (3.36, -1.63, 4.83)  -0.704
O (1.03, -0.94, 5.53)  -0.698
C (1.77, -0.92, 2.94)  0.481
H (1.59, -2.17, 1.11)  -0.641
H (3.20, -2.13, 1.87)  0.503
H (2.72, -4.00, 2.92)  0.472
H (1.13, -3.99, 2.14)  0.402
H (1.63, -3.90, 4.94)  0.536
H (0.20, -2.99, 4.25)  0.303
H (2.54, -0.16, 2.90)  0.680
H (0.86, -0.38, 2.71)  -0.851
C (-1.71, -2.48, -3.13)  -0.648
C (-1.56, -2.86, -1.69)  0.831
C (-2.47, -4.02, -1.42)  -0.835
S (-4.00, -3.28, -2.17)  1.088
O (-4.63, -2.30, -1.28)  -0.570
O (-4.74, -4.37, -2.79)  -0.725
C (-3.13, -2.32, -3.45)  -0.717
H (-1.36, -3.29, -3.76)  0.302
H (-1.18, -1.56, -3.32)  0.296
H (-1.85, -2.05, -1.07)  0.273
H (-0.51, -3.04, -1.53)  -0.809
H (-2.62, -4.18, -0.36)  0.425
H (-2.29, -4.85, -2.07)  0.456
H (-3.53, -1.34, -3.40)  0.350
H (-3.49, -2.76, -4.36)  0.452
C (-2.02, 2.40, 3.38)  0.536
C (-0.49, 2.69, 3.75)  -1.051
C (0.28, 2.77, 2.40)  0.088
S (-0.86, 3.79, 1.36)  1.069
O (-0.82, 3.30, 0.00)  -0.563
O (-0.82, 5.23, 1.55)  -0.764
C (-2.44, 3.26, 2.16)  -1.096
H (-2.61, 2.53, 4.27)  0.640
H (-1.95, 1.35, 3.07)  -0.887
H (-0.07, 1.93, 4.42)  0.502
H (-0.44, 3.68, 4.26)  0.357
H (0.27, 1.80, 1.88)  -0.588
H (1.27, 3.12, 2.31)  0.744
H (-3.09, 2.75, 1.44)  0.376
H (-3.01, 4.22, 2.39)  0.416


4.
# C7H14

An isolated molecule of C7H14 (ωB97M-V/def2-TZVPD, the OMol25 dataset).

Values from the calculation:
Structure (SMILES): C[C@@H]1[C@H](C)C1(C)C
Strongest force on any atom in eV/A: 0.18
Calculated total energy in Ha: -275.08907
Energy above the lowest of the compared OMol25 structures with the same formula, charge and spin in kcal/mol: 17.1

Last column: Mulliken charge in e.
Element x y z (Å)
C (-1.07, 1.65, 0.81)  -1.512
C (-0.22, 1.08, -0.31)  -0.052
C (-0.56, -0.28, -0.89)  -0.099
C (-1.68, -1.15, -0.39)  -1.519
C (0.74, -0.09, -0.13)  1.406
C (0.96, -0.66, 1.25)  -1.617
C (1.98, -0.17, -1.00)  -1.521
H (-1.96, 2.13, 0.39)  0.372
H (-0.53, 2.41, 1.39)  0.360
H (-1.42, 0.89, 1.51)  0.298
H (0.09, 1.83, -1.03)  0.372
H (-0.42, -0.35, -1.97)  0.354
H (-1.52, -2.19, -0.71)  0.373
H (-2.65, -0.83, -0.80)  0.358
H (-1.77, -1.16, 0.70)  0.300
H (1.84, -0.19, 1.71)  0.412
H (1.15, -1.74, 1.21)  0.349
H (0.12, -0.50, 1.93)  0.290
H (1.82, 0.27, -1.99)  0.359
H (2.85, 0.32, -0.54)  0.377
H (2.24, -1.23, -1.15)  0.340


5.
# Cl2FO8Sr4

Cl2FO8Sr4 as an isolated structure in a non-equilibrium geometry (ωB97M-V/def2-TZVPD, the OMol25 dataset).

Values from the calculation:
Net charge: +5
Strongest force on any atom in eV/A: 2.46
Calculated total energy in Ha: -1742.35903
Energy above the lowest of the compared OMol25 structures with the same formula, charge and spin in kcal/mol: 0.0

Last column: Mulliken charge in e.
Element x y z (Å)
Sr (-1.49, 3.65, 2.13)  1.758
Sr (-1.38, 1.68, -3.70)  1.905
Sr (-3.07, -3.18, -0.23)  1.877
Sr (-1.19, -0.90, 3.64)  1.782
F (-1.53, -2.50, 1.60)  -0.815
Cl (-1.30, 0.57, -0.39)  1.256
O (-2.41, -0.30, -0.77)  -0.521
O (-1.74, 1.98, -0.28)  -0.581
O (-0.78, 0.10, 0.87)  -0.647
O (-0.22, 0.54, -1.32)  -0.377
Cl (3.09, -0.34, -0.31)  1.656
O (2.56, -0.18, 1.04)  -0.588
O (3.57, 0.92, -0.78)  -0.563
O (4.01, -1.39, -0.39)  -0.493
O (1.88, -0.65, -1.11)  -0.650